Entry 1:
This record from the OMol25 dataset describes 2 unconnected molecules or ions with the total composition C10H9BrN2 in a non-equilibrium geometry. The level of theory is ωB97M-V/def2-TZVPD.

XYZ file:
```
22
Properties=species:S:1:pos:R:3:lowdin_spin:R:1
C 2.11 2.82 0.17 0.00
C 1.32 2.72 -0.98 0.00
C 1.76 2.01 1.20 0.00
C 0.32 1.80 -1.02 0.00
C 0.75 1.02 1.13 0.00
C -0.02 0.93 0.01 0.00
C -2.09 -3.08 0.26 0.49
C -1.07 -0.09 -0.08 0.00
C -2.89 -1.94 -0.42 0.10
C -2.04 -0.75 -0.37 0.05
N -0.85 -2.90 0.36 0.36
N 0.06 -2.20 0.49 0.90
Br 3.01 -1.64 -0.41 0.03
H 2.95 3.51 0.19 0.00
H 1.64 3.30 -1.88 0.00
H 2.43 2.08 2.08 0.00
H -0.15 1.83 -2.02 0.00
H 0.60 0.44 2.00 0.00
H -2.65 -3.85 0.82 0.03
H -2.89 -2.08 -1.55 0.03
H -3.91 -2.01 -0.04 0.01
H 1.57 -1.91 0.04 0.00
```

Values from the calculation:
Multiplicity = 3
Expectation value of S² = 2.02
E = -83531.874 eV
HOMO-LUMO gap (alpha / beta) = 7.62 / 6.98 eV
Net charge = 0
Molecular weight = 237.10 g/mol



Entry 2:
This record from the OMol25 dataset describes a molecular structure, C5H11N. The level of theory is ωB97M-V/def2-TZVPD.

XYZ file:
```
17
Properties=species:S:1:pos:R:3:mulliken_charge:R:1
C 2.49 -0.40 0.45 -1.19
C 1.33 -0.53 -0.54 -0.30
C 0.10 -0.35 0.33 -0.36
C -0.46 1.02 0.19 -0.46
N -1.32 0.23 -0.71 -0.29
C -2.63 0.04 -0.06 -0.87
H 2.48 0.57 0.96 0.30
H 2.43 -1.18 1.22 0.34
H 3.46 -0.49 -0.06 0.37
H 1.43 0.22 -1.34 0.34
H 1.35 -1.52 -1.00 0.30
H -0.90 -0.84 -0.41 0.25
H 0.13 1.76 -0.36 0.27
H -0.99 1.47 1.04 0.29
H -3.23 -0.65 -0.65 0.30
H -3.14 1.01 -0.01 0.35
H -2.52 -0.36 0.96 0.35
```

Values from the calculation:
Energy relative to the best compared isomer or geometry (same formula, charge and spin) = 431.1 kJ/mol
E = -6849.060 eV
HOMO-LUMO gap = 9.59 eV
Net charge = 0
Molecular weight = 85.15 g/mol



Entry 3:
This record from the OMol25 dataset describes a single C3H8N2 molecule in a non-equilibrium geometry. The level of theory is ωB97M-V/def2-TZVPD.

XYZ file:
```
13
Properties=species:S:1:pos:R:3:mulliken_charge:R:1
C 0.61 -0.15 -1.28 -0.23
C -0.61 -0.19 -2.14 -0.83
C 0.78 0.08 2.48 -0.59
N 0.49 -0.11 0.13 0.37
N 1.33 0.03 1.14 -0.86
H 1.57 0.12 -1.50 0.46
H -0.28 -1.02 -2.86 0.25
H -0.69 0.74 -2.69 0.24
H -1.61 -0.45 -1.67 0.27
H 1.43 -0.59 3.03 0.21
H 0.94 1.16 2.91 0.16
H -0.29 -0.26 2.42 0.32
H -0.41 -0.02 0.55 0.23
```

Values from the calculation:
Energy relative to the best compared isomer or geometry (same formula, charge and spin) = 447.9 kJ/mol
E = -6217.205 eV
HOMO-LUMO gap (alpha / beta) = 8.06 / 8.17 eV
Net charge = 0
Molecular weight = 72.11 g/mol



Entry 4:
This record from the OMol25 dataset describes a single C5H8N2 molecule. The level of theory is ωB97M-V/def2-TZVPD.

XYZ file:
```
15
Properties=species:S:1:pos:R:3:mulliken_charge:R:1
H -2.34 -2.17 0.69 0.26
N -2.32 -1.57 -0.14 -0.73
C -1.20 -1.01 0.00 0.31
C -0.06 -1.26 1.01 -0.75
C 0.76 -0.33 0.13 0.00
C -0.37 -0.07 -0.81 -0.28
N 0.07 0.95 0.17 -0.34
C 0.84 2.03 -0.43 -0.90
H 0.27 -2.30 1.02 0.34
H -0.20 -0.92 2.04 0.27
H 1.81 -0.41 -0.12 0.42
H -0.36 0.13 -1.88 0.43
H 1.48 1.70 -1.26 0.34
H 1.47 2.45 0.36 0.31
H 0.15 2.80 -0.79 0.30
```

Values from the calculation:
Energy relative to the best compared isomer or geometry (same formula, charge and spin) = 266.9 kJ/mol
E = -8292.231 eV
SMILES string = [H]/N=C1\C[C@H]2[C@@H]1N2C
HOMO-LUMO gap = 10.26 eV
Net charge = 0
Molecular weight = 96.13 g/mol



Entry 5:
This record from the OMol25 dataset describes a molecular structure, C36H84BeClN6O8 in a non-equilibrium geometry. The level of theory is ωB97M-V/def2-TZVPD.

XYZ file:
```
136
Properties=species:S:1:pos:R:3:lowdin_spin:R:1
Be -3.21 -0.46 5.41 -0.89
N -1.22 3.66 1.96 0.01
H -0.61 4.46 2.01 0.01
H -2.04 3.85 2.51 0.00
H -0.70 2.89 2.35 0.00
H -1.58 3.46 1.03 0.00
N 0.63 -3.73 2.13 0.00
H 0.46 -4.34 2.92 0.00
H 1.42 -4.04 1.59 0.00
H 0.67 -2.79 2.50 0.00
H -0.18 -3.78 1.52 0.00
Cl 0.18 0.18 3.08 -0.01
O -1.22 0.23 3.47 -0.09
O 1.03 -0.10 4.20 0.00
O 0.32 -0.75 2.02 0.00
O 0.62 1.49 2.67 -0.01
C -0.53 -2.87 -1.12 0.02
C -1.62 -4.00 -1.13 0.06
C -1.14 -5.04 -2.21 0.00
C -1.89 -6.38 -2.14 0.00
C -1.60 -6.97 -0.70 0.00
C -2.15 -5.98 0.45 0.05
N -1.67 -4.62 0.19 0.61
O -1.91 -3.77 1.26 0.06
C -3.72 -6.01 0.59 0.05
C -1.43 -6.54 1.68 0.02
C -2.98 -3.46 -1.51 0.06
H 0.49 -3.19 -0.92 0.00
H -0.78 -2.16 -0.33 0.00
H -0.58 -2.39 -2.10 0.00
H -1.31 -4.57 -3.18 0.00
H -0.10 -5.24 -1.96 0.00
H -1.56 -7.13 -2.86 0.00
H -2.94 -6.26 -2.39 0.00
H -0.52 -7.06 -0.62 0.00
H -2.01 -7.98 -0.67 0.00
H -4.10 -5.38 1.39 0.00
H -4.32 -5.74 -0.28 0.00
H -4.10 -7.00 0.86 0.01
H -1.53 -5.94 2.59 0.00
H -1.76 -7.57 1.84 0.00
H -0.36 -6.63 1.49 0.00
H -3.74 -4.24 -1.50 0.00
H -2.95 -2.99 -2.49 0.01
H -3.40 -2.75 -0.79 0.00
H -2.87 -3.72 1.28 0.01
C 0.25 8.70 2.02 0.06
C -0.14 7.38 1.32 0.06
C 0.03 7.38 -0.20 0.01
C 1.53 7.32 -0.58 0.00
C 2.22 6.11 0.04 0.00
C 2.06 5.91 1.63 0.04
N 0.57 6.21 1.87 0.64
O 0.29 5.83 3.11 0.09
C 2.32 4.51 2.03 0.01
C 3.06 6.87 2.36 0.04
C -1.63 7.20 1.45 0.01
H 0.23 8.67 3.11 0.00
H -0.46 9.48 1.73 0.01
H 1.20 9.20 1.82 0.00
H -0.31 6.37 -0.42 0.00
H -0.69 8.02 -0.70 0.00
H 2.06 8.23 -0.30 0.00
H 1.45 7.46 -1.66 0.00
H 3.29 5.97 -0.13 0.00
H 1.79 5.25 -0.47 0.00
H 1.87 3.72 1.43 0.00
H 3.41 4.40 2.08 0.00
H 2.02 4.14 3.01 0.00
H 2.80 7.93 2.24 0.00
H 3.21 6.67 3.42 0.00
H 4.06 6.81 1.93 0.00
H -2.29 7.97 1.05 0.00
H -1.98 6.85 2.43 0.00
H -1.86 6.28 0.91 0.00
H 0.71 6.58 3.56 0.02
C 0.29 2.65 -1.21 0.00
C -1.12 2.15 -1.59 0.00
C -1.45 0.99 -0.72 0.00
C -2.88 0.44 -0.65 0.00
C -3.80 1.60 -0.34 0.00
C -3.57 2.82 -1.25 0.00
N -2.15 3.13 -1.35 0.00
O -1.92 4.31 -1.96 0.00
C -4.21 2.56 -2.63 0.00
C -4.32 3.96 -0.50 0.00
C -1.14 1.69 -3.05 0.00
H 0.31 3.01 -0.18 0.00
H 0.56 3.55 -1.76 0.00
H 1.08 1.98 -1.56 0.00
H -0.92 0.11 -1.07 0.00
H -1.15 1.15 0.31 0.00
H -3.06 -0.35 0.08 0.00
H -3.21 0.03 -1.61 0.00
H -3.63 1.88 0.70 0.00
H -4.82 1.22 -0.28 0.00
H -3.68 3.11 -3.41 0.00
H -4.46 1.52 -2.84 0.00
H -5.24 2.88 -2.53 0.00
H -3.82 4.28 0.42 0.00
H -4.39 4.89 -1.06 0.00
H -5.32 3.72 -0.15 0.00
H -1.15 2.57 -3.68 0.00
H -1.97 0.99 -3.16 0.00
H -0.26 1.10 -3.31 0.00
H -1.93 4.07 -2.89 0.00
C 5.28 -2.90 -0.06 0.00
C 3.72 -2.79 -0.29 0.00
C 3.40 -2.39 -1.80 0.00
C 3.61 -3.48 -2.80 0.00
C 2.96 -4.71 -2.30 0.00
C 3.17 -5.14 -0.86 0.00
N 2.97 -4.01 0.02 0.00
O 3.14 -4.38 1.31 0.00
C 2.09 -6.21 -0.41 0.00
C 4.55 -5.76 -0.77 0.00
C 2.99 -1.63 0.51 0.00
H 5.59 -3.47 0.82 0.00
H 5.86 -3.29 -0.90 0.00
H 5.55 -1.87 0.12 0.00
H 2.36 -2.07 -1.91 0.00
H 3.96 -1.47 -1.97 0.00
H 3.05 -3.22 -3.69 0.00
H 4.68 -3.57 -2.97 0.00
H 3.17 -5.52 -3.00 0.00
H 1.89 -4.58 -2.45 0.00
H 1.90 -6.91 -1.22 0.00
H 1.09 -5.83 -0.20 0.00
H 2.44 -6.70 0.50 0.00
H 4.42 -6.83 -0.98 0.00
H 5.16 -5.87 0.12 0.00
H 5.28 -5.44 -1.52 0.00
H 3.52 -0.67 0.46 0.00
H 1.97 -1.39 0.22 0.00
H 2.93 -1.82 1.59 0.00
H 4.06 -4.19 1.48 0.00
```

Values from the calculation:
Multiplicity = 2
Expectation value of S² = 1.76
E = -76882.436 eV
HOMO-LUMO gap (alpha / beta) = 3.84 / 3.92 eV
Net charge = +4
Molecular weight = 773.57 g/mol



Entry 6:
This record from the OMol25 dataset describes a single C5H3NO molecule in a non-equilibrium geometry. The level of theory is ωB97M-V/def2-TZVPD.

XYZ file:
```
10
Properties=species:S:1:pos:R:3:mulliken_charge:R:1
C -2.00 1.28 0.21 0.19
C -1.32 0.28 0.02 -0.74
C -0.38 -0.77 -0.23 0.05
O 0.31 -1.23 0.88 -0.40
C 1.03 -0.66 -0.13 0.22
C 1.71 0.58 0.05 0.02
N 2.60 1.35 0.23 -0.39
H -2.72 2.10 0.54 0.37
H -0.85 -1.56 -0.87 0.30
H 1.63 -1.36 -0.71 0.39
```

Values from the calculation:
Energy relative to the best compared isomer or geometry (same formula, charge and spin) = 322.4 kJ/mol
E = -8766.665 eV
SMILES string = C#C[C@@H]1O[C@@H]1C#N
HOMO-LUMO gap = 11.23 eV
Net charge = 0
Molecular weight = 93.08 g/mol



- Number 6 is which compound?
  C5H3NO